Record 1
A structure of composition C5H5N3O3, computed with ωB97M-V/def2-TZVPD.

Values from the calculation:
**Total charge**: 0
**Spin multiplicity**: 3
**LUMO level (spin up / spin down)**: -0.3 / -3.3 eV
**HOMO-LUMO gap (spin up / spin down)**: 6.161 / 6.567 eV

Last column: Mulliken spin population.
Positions of all 16 atoms, in Å:
C: -2.183 -0.579 -0.941  0.061
C: -0.869 -0.394 -1.044  -0.031
C: -1.571 -0.235 1.044  0.033
C: 1.500 1.786 -0.064  0.683
C: 0.872 0.012 0.690  0.394
N: -2.604 -0.446 0.353  0.024
N: -0.419 -0.266 0.298  0.074
N: 1.873 -0.884 0.121  0.025
O: 1.541 -1.593 -0.797  0.028
O: 0.591 2.294 -0.600  0.614
O: 2.936 -0.794 0.670  0.074
H: -2.993 -0.778 -1.598  0.002
H: -0.381 -0.375 -1.994  0.004
H: -1.668 -0.070 2.043  -0.001
H: 2.469 2.026 0.144  0.028
H: 0.906 0.296 1.674  -0.013

---

Record 2
A cluster of 2 separate species, C5H5N3O5 in total, computed with ωB97M-V/def2-TZVPD.

Values from the calculation:
**Structure (SMILES)**: Cc1c(=O)[nH]c(=O)o[n+]1[O-].N=C=O
**Total charge**: 0
**Spin multiplicity**: 1
**LUMO level**: -0.9 eV
**HOMO-LUMO gap**: 9.170 eV

Last column: Mulliken charge in e.
Positions of all 18 atoms, in Å:
C: 1.451 0.714 1.186  -1.404
C: 0.225 0.283 0.459  -0.032
C: 0.087 -1.186 0.179  0.713
O: 1.009 -1.995 0.282  -0.607
N: -1.222 -1.608 0.080  -0.063
C: -2.305 -0.752 -0.070  0.457
O: -3.377 -1.237 -0.322  -0.539
O: -1.993 0.572 0.007  -0.237
N: -0.814 1.036 0.510  0.921
O: -0.806 2.223 0.730  -0.703
H: 2.259 -0.025 0.774  0.309
H: 1.253 0.599 2.275  0.369
H: 1.715 1.747 1.203  0.355
H: -1.479 -2.530 0.441  0.308
N: 1.654 0.720 -2.103  -0.514
C: 0.515 0.404 -1.912  0.803
O: -0.607 0.233 -2.206  -0.408
H: 2.433 0.803 -1.513  0.271

---

The lowest spin multiplicity belongs to which entry? C5H5N3O5

---

What is the spin multiplicity in the first record? 3